The molecule C3H4O2, computed with ωB97M-V/def2-TZVPD.

The energy above the lowest of the compared OMol25 structures with the same formula, charge and spin is 3.357 eV. The orbital gap is 0.3645 hartree. As for the total charge: 0. The calculation puts the largest force on an atom at 1.7 eV Å⁻¹. Its lowest unoccupied orbital energy is -0.0024 Eh. As for the energy: -7267.329 eV. As for the HOMO energy: -10.0 eV. As for the SMILES: O=C1COC1.

Structure (XYZ):
```
9
Properties=species:S:1:pos:R:3:forces:R:3:nbo_charge:R:1
O 1.25808 0.17977 0.06941 -0.651 1.580 -0.199 -0.484
O -0.95676 -0.37741 -1.65824 -0.377 0.156 0.315 -0.529
C 0.43929 -0.98055 0.26503 -0.741 -0.005 -0.336 -0.182
C -0.23692 1.12877 0.07960 0.649 -0.560 0.190 -0.134
C -0.54385 -0.16454 -0.54901 -0.512 -1.018 0.276 0.507
H 0.70856 -1.89625 -0.26764 0.553 0.326 0.101 0.213
H -0.67180 2.02947 -0.41087 1.628 -0.296 -0.332 0.221
H -0.20219 1.24959 1.14781 -0.597 -0.265 0.291 0.209
H 0.20559 -1.16885 1.32392 0.047 0.082 -0.307 0.178
```
Positions in Å, forces in eV/Å.


A structure of composition C3H4O2, computed with ωB97M-V/def2-TZVPD.

The energy above the lowest of the compared OMol25 structures with the same formula, charge and spin is 4.942 eV. The orbital gap is 0.2824 hartree. As for the total charge: 0. The calculation puts the largest force on an atom at 5.5 eV Å⁻¹. Its lowest unoccupied orbital energy is 0.0237 Eh. As for the energy: -7265.744 eV. As for the HOMO energy: -7.0 eV.

Structure (XYZ):
```
9
Properties=species:S:1:pos:R:3:forces:R:3:nbo_charge:R:1
O -1.31644 -0.54693 -0.33162 -0.520 2.653 -0.892 -0.747
O -0.64216 1.62055 0.20539 -1.031 1.137 -0.239 -0.645
C 1.45546 -0.15118 -0.23887 -1.211 0.794 0.604 -0.281
C -0.42704 0.33745 0.28684 3.104 -4.589 -0.077 0.582
C 0.83048 -0.21917 0.87272 -0.974 -1.473 2.388 -0.313
H 1.89581 0.21667 -1.10069 0.414 0.119 -1.277 0.231
H 1.03886 -0.82479 1.85533 -0.555 1.301 -1.470 0.175
H -1.02603 1.84649 -0.65207 -0.092 0.048 -0.057 0.485
H -1.50630 -1.44927 -0.07841 0.866 0.012 1.020 0.513
```
Positions in Å, forces in eV/Å.


A structure of composition C3H4O2Rh, computed with ωB97M-V/def2-TZVPD.

Its expectation value of S² is 6.01. The orbital gap (spin up / spin down) is 0.3763 / 0.2621 hartree. As for the total charge: +3. The calculation puts the largest force on an atom at 4.2 eV Å⁻¹. Its lowest unoccupied orbital energy (spin up / spin down) is -0.5762 / -0.6823 Eh. As for the energy: -10231.568 eV. As for the HOMO energy (spin up / spin down): -25.9 / -25.7 eV. The multiplicity is 5.

Structure (XYZ):
```
10
Properties=species:S:1:pos:R:3:forces:R:3:nbo_charge:R:1
Rh 3.73216 0.00019 -0.82713 0.799 -1.565 -0.706 1.733
O 1.20810 1.01926 -1.20665 1.374 3.100 1.549 -0.573
O 3.27511 1.73884 -0.03597 0.244 1.262 1.360 -0.714
C 1.21450 2.22698 -0.66740 -1.496 -3.695 -1.359 0.550
C 3.53962 2.46998 0.95833 -2.919 0.315 -1.468 0.428
C 0.79300 3.11564 0.10866 -0.366 -0.137 -0.722 0.058
H 2.33681 3.16927 1.05928 3.803 -1.060 0.828 0.269
H 4.54228 2.28117 1.37927 -0.301 0.924 0.825 0.279
H 0.56668 0.92782 -1.92465 -1.015 -0.061 -0.927 0.600
H -0.12827 3.58758 0.41204 -0.122 0.918 0.620 0.368
```
Positions in Å, forces in eV/Å.


The ion C3H4O2S with charge -2, computed with ωB97M-V/def2-TZVPD.

The energy above the lowest of the compared OMol25 structures with the same formula, charge and spin is 0.005 eV. The orbital gap is 0.2041 hartree. As for the total charge: -2. The calculation puts the largest force on an atom at 0.7 eV Å⁻¹. Its lowest unoccupied orbital energy is 0.2315 Eh. As for the energy: -18105.521 eV. As for the HOMO energy: 0.7 eV. As for the SMILES: O=C([O-])CC[S-].

Structure (XYZ):
```
10
Properties=species:S:1:pos:R:3:forces:R:3:nbo_charge:R:1
S -2.74961 -0.01837 -0.02473 -0.084 0.000 0.011 -0.810
O 2.11376 -1.01299 -0.24033 0.274 -0.596 -0.045 -0.826
O 1.95499 1.18772 0.08215 0.191 0.646 0.135 -0.824
C 0.03455 -0.14699 0.57111 0.095 -0.340 -0.188 -0.515
C -0.99039 0.10131 -0.53901 0.069 0.213 0.301 -0.495
C 1.50288 0.02193 0.11209 -0.416 -0.060 -0.279 0.759
H -0.79435 1.08721 -0.95926 -0.029 0.143 -0.012 0.175
H -0.80162 -0.61232 -1.32395 0.051 -0.373 -0.421 0.169
H -0.16060 0.55027 1.36498 -0.136 0.428 0.490 0.185
H -0.10962 -1.15777 0.95696 -0.015 -0.059 0.006 0.182
```
Positions in Å, forces in eV/Å.


The ion C3H4O2S with charge -2, computed with ωB97M-V/def2-TZVPD.

The energy above the lowest of the compared OMol25 structures with the same formula, charge and spin is 0.206 eV. The orbital gap is 0.2065 hartree. As for the total charge: -2. The calculation puts the largest force on an atom at 0.7 eV Å⁻¹. Its lowest unoccupied orbital energy is 0.2345 Eh. As for the energy: -18105.320 eV. As for the HOMO energy: 0.8 eV. As for the SMILES: O=C([O-])CC[S-].

Structure (XYZ):
```
10
Properties=species:S:1:pos:R:3:forces:R:3:nbo_charge:R:1
S -0.46086 1.93892 -1.58792 -0.244 -0.572 0.198 -0.829
O 1.64939 -0.96314 1.17524 0.115 -0.111 0.087 -0.810
O -0.18445 -2.20682 1.59129 0.062 -0.196 0.176 -0.833
C -0.48446 -0.09874 0.50551 0.015 0.289 0.000 -0.533
C 0.41789 -1.19118 1.15124 -0.216 0.199 -0.472 0.765
C -0.34511 0.14317 -1.01332 0.038 0.647 -0.074 -0.483
H -1.51923 -0.37100 0.72323 -0.071 0.100 0.030 0.175
H -0.27989 0.85955 0.98920 0.106 -0.058 0.122 0.202
H 0.62186 -0.19150 -1.38118 0.046 -0.258 0.150 0.187
H -1.13984 -0.42240 -1.50477 0.148 -0.041 -0.216 0.159
```
Positions in Å, forces in eV/Å.


The molecule C3H4O2S, computed with ωB97M-V/def2-TZVPD.

The energy above the lowest of the compared OMol25 structures with the same formula, charge and spin is 0.512 eV. The orbital gap is 0.3129 hartree. As for the total charge: 0. The calculation puts the largest force on an atom at 2.1 eV Å⁻¹. Its lowest unoccupied orbital energy is -0.0242 Eh. As for the energy: -18105.553 eV. As for the HOMO energy: -9.2 eV. As for the SMILES: CC(=S)C(=O)O.

Structure (XYZ):
```
10
Properties=species:S:1:pos:R:3:forces:R:3:nbo_charge:R:1
S 1.60495 -0.81677 -0.14717 -1.280 1.254 0.324 0.100
O -1.56899 -0.67085 1.06327 1.080 0.849 -1.571 -0.570
O -1.62349 0.07858 -1.06328 -0.327 -0.307 0.153 -0.666
C 0.63800 1.78463 0.22842 -0.902 -0.195 1.718 -0.682
C 0.42491 0.31589 0.09009 1.125 -1.376 -0.274 -0.131
C -1.00716 -0.15777 0.10261 -0.826 -0.658 1.557 0.718
H 0.02941 2.20310 1.09440 0.599 -0.455 -1.149 0.239
H 0.34743 2.24058 -0.68575 -0.605 0.611 -0.823 0.248
H -2.51644 -0.31050 -0.95756 0.299 0.254 -0.157 0.504
H 1.66569 2.01678 0.37693 0.837 0.024 0.223 0.240
```
Positions in Å, forces in eV/Å.


The molecule C3H4O2S, computed with ωB97M-V/def2-TZVPD.

The energy above the lowest of the compared OMol25 structures with the same formula, charge and spin is 1.996 eV. The orbital gap is 0.3315 hartree. As for the total charge: 0. The calculation puts the largest force on an atom at 3.6 eV Å⁻¹. Its lowest unoccupied orbital energy is -0.0069 Eh. As for the energy: -18104.069 eV. As for the HOMO energy: -9.2 eV. As for the SMILES: O=CCOC=S.

Structure (XYZ):
```
10
Properties=species:S:1:pos:R:3:forces:R:3:nbo_charge:R:1
S 3.20049 -0.50673 -0.15571 -1.733 0.682 0.801 -0.045
O 0.87791 0.70148 -0.27990 0.107 0.176 -1.295 -0.466
O -2.32633 -0.81556 0.17150 0.579 0.707 0.039 -0.499
C -0.49493 0.61968 -0.05204 -0.925 1.671 2.251 -0.200
C -1.32744 -0.51596 -0.44827 -1.286 -3.157 -1.121 0.385
C 1.69187 -0.08427 0.39127 2.510 -0.733 -1.753 0.070
H -1.15436 -1.16978 -1.36055 0.606 0.966 0.492 0.139
H -0.96503 1.45656 -0.54966 0.152 0.479 -0.416 0.240
H -0.77919 0.79677 1.01689 0.559 -0.176 -0.501 0.213
H 1.27702 -0.48220 1.26647 -0.568 -0.616 1.503 0.163
```
Positions in Å, forces in eV/Å.


A cluster of 2 separate species, C3H4O2S in total, computed with ωB97M-V/def2-TZVPD.

The energy above the lowest of the compared OMol25 structures with the same formula, charge and spin is 4.487 eV. The orbital gap (spin up / spin down) is 0.2817 / 0.2803 hartree. As for the total charge: 0. The calculation puts the largest force on an atom at 3.6 eV Å⁻¹. Its lowest unoccupied orbital energy (spin up / spin down) is -0.0391 / -0.0396 Eh. As for the energy: -18101.578 eV. As for the HOMO energy (spin up / spin down): -8.7 / -8.7 eV. As for the SMILES: O=C1CC1.O=S.

Structure (XYZ):
```
10
Properties=species:S:1:pos:R:3:forces:R:3:nbo_charge:R:1
S 2.88017 0.38858 1.02106 0.990 -0.944 0.503 0.729
O 1.02422 -1.52629 0.21745 1.340 -0.736 0.652 -0.494
O 2.15217 1.59737 0.64555 -0.673 1.113 -0.378 -0.741
C 0.10776 -0.80745 0.04218 -2.226 0.105 -0.581 0.606
C -0.73990 0.35837 0.32007 -1.921 -1.356 2.757 -0.530
C -0.99277 -0.53633 -0.88560 -1.257 0.095 -2.277 -0.547
H -0.65287 -0.04385 -1.90056 -1.120 -1.333 1.869 0.241
H -1.98101 -1.15598 -0.80997 2.151 1.105 -0.551 0.250
H -0.27540 1.24907 0.18943 1.326 2.707 -0.676 0.244
H -1.52236 0.47651 1.16038 1.391 -0.755 -1.318 0.243
```
Positions in Å, forces in eV/Å.


The molecule C3H4O2S, computed with ωB97M-V/def2-TZVPD.

The energy above the lowest of the compared OMol25 structures with the same formula, charge and spin is 1.474 eV. The orbital gap is 0.3638 hartree. As for the total charge: 0. The calculation puts the largest force on an atom at 2.9 eV Å⁻¹. Its lowest unoccupied orbital energy is 0.0054 Eh. As for the energy: -18104.591 eV. As for the HOMO energy: -9.8 eV. As for the SMILES: CC(=O)C(=O)S.

Structure (XYZ):
```
10
Properties=species:S:1:pos:R:3:forces:R:3:nbo_charge:R:1
S -3.51950 0.04480 0.43376 2.068 -0.435 -0.338 -0.073
O -0.10919 -1.64675 -0.84615 -0.882 0.424 0.756 -0.463
O -1.66355 1.24440 -0.85712 0.936 0.230 -0.460 -0.522
C -1.71020 0.22689 -0.24583 -2.863 -0.367 -0.214 0.393
C 0.57846 0.28603 0.43703 2.142 0.520 0.495 -0.741
C -0.36828 -0.65696 -0.22319 0.165 1.119 -0.835 0.528
H 0.12244 0.55759 1.38441 0.166 -0.094 0.502 0.237
H 0.64151 1.29195 -0.06798 -0.176 -1.281 0.024 0.277
H -3.26644 -0.90832 1.32029 -0.085 -0.423 0.267 0.119
H 1.63376 -0.11080 0.58462 -1.471 0.307 -0.198 0.245
```
Positions in Å, forces in eV/Å.


The molecule C3H4O2S2, computed with ωB97M-V/def2-TZVPD.

The energy above the lowest of the compared OMol25 structures with the same formula, charge and spin is 2.511 eV. The orbital gap is 0.3203 hartree. As for the total charge: 0. The calculation puts the largest force on an atom at 5.2 eV Å⁻¹. Its lowest unoccupied orbital energy is -0.0116 Eh. As for the energy: -28938.542 eV. As for the HOMO energy: -9.0 eV. As for the SMILES: S=C1OCOCS1.

Structure (XYZ):
```
11
Properties=species:S:1:pos:R:3:forces:R:3:nbo_charge:R:1
S -3.33820 -0.30170 -0.07928 3.312 0.190 -0.893 -0.008
S -0.51099 -1.62606 -0.28153 -3.319 0.250 -0.603 0.218
O 1.18105 0.25305 -0.40857 0.999 4.379 -2.363 -0.506
O -1.08382 1.14483 -0.55325 1.089 -3.027 1.001 -0.523
C 0.26614 1.11894 0.06643 0.120 4.056 3.224 0.193
C 1.11667 -0.98068 -0.01098 0.932 -3.879 0.045 -0.197
C -1.67042 -0.13110 -0.36142 -0.790 0.493 0.822 0.048
H 1.84592 -1.53319 -0.70317 -0.967 0.224 1.484 0.226
H 0.16544 0.94314 1.22554 -0.400 0.082 -1.966 0.154
H 1.28087 -1.13136 1.06476 0.626 0.095 -0.125 0.182
H 0.74734 2.24413 0.04148 -1.602 -2.863 -0.626 0.211
```
Positions in Å, forces in eV/Å.